Formula: C3H12NOS
Source: OMol25
Level of theory: ωB97M-V with the def2-TZVPD basis set

Values from the calculation:
spin multiplicity	1
total charge	+1
orbital gap	10.10	eV
E_HOMO	-13.57	eV

Each line ends with the Mulliken charge.
Positions of all 18 atoms, in Å:
C 0.357 0.574 1.652  -0.954
C -0.109 1.338 0.396  0.024
C -0.463 0.373 -0.654  -0.783
S -1.132 1.220 -2.132  -0.267
N -1.485 2.023 0.705  -0.370
H 1.133 1.261 1.934  0.341
H 0.755 -0.461 1.451  0.334
H -0.592 0.690 2.366  0.274
H 0.585 2.149 -0.014  0.455
H 0.559 -0.069 -0.931  0.363
H -1.075 -0.453 -0.230  0.428
H -0.839 0.605 -3.226  0.179
H -2.025 2.070 -0.170  0.253
H -1.956 1.146 1.099  0.427
H -1.485 2.774 1.368  0.296
H 2.056 -4.577 -1.523  0.318
H 3.074 -5.683 -1.292  0.329
O 2.642 -4.979 -0.797  -0.647